1.
DFT (ωB97M-V/def2-TZVPD) results for a 3-piece molecular cluster, C26H59N3OP overall in a non-equilibrium geometry.

Results
- <S²> = 0.7542
- HOMO energy (spin up / spin down) (eV) = -7.56 / -7.57
- largest force on an atom (eV Å⁻¹) = 1.84
- frontier orbital gap (spin up / spin down) (eV) = 8.2 / 8.2

```
! wB97M-V def2-TZVPD RIJCOSX def2/J DEFGRID3
* xyz 0 2
P -0.82694 0.03977 5.50326
O 3.49350 1.62501 4.46580
N -4.04767 1.60592 -5.82676
N 1.47666 -0.60509 -2.52096
N 3.03012 0.81087 3.58778
C -3.10846 -0.24184 -7.32986
C 0.20724 -0.04961 3.95474
C -2.94225 1.11384 -6.63075
C 2.32577 2.83423 2.43455
C -0.22974 1.36687 6.63535
C -0.74539 -1.58537 6.36330
C 1.85045 0.68313 1.37424
C 0.77659 0.18718 -3.51625
C 1.96352 1.37040 2.72569
C 2.70323 -1.23769 -2.96830
C -6.08014 1.27069 -7.35352
C 0.43212 -1.86995 7.32642
C 1.37553 -1.09268 3.97186
C -5.15070 2.19974 -6.56231
C 3.70275 -0.25379 -3.55795
C -4.48131 0.73728 -4.74931
C 0.34755 -0.50563 -4.81562
C 0.04176 -2.72274 -2.34583
C 3.69917 -1.48711 3.11324
C -3.36603 0.35649 -3.78703
C -0.80114 -0.54796 2.88054
C 3.38615 -0.78895 5.45019
C 1.26505 1.47937 6.98960
C 0.67508 1.36565 3.55183
C 0.64529 -1.46822 -1.70232
C 2.84546 -0.58668 4.03378
H 3.55858 -1.85393 5.55701
H 1.24965 -1.78358 -0.84433
H 3.16679 -1.71119 -2.09838
H 3.34925 0.17989 -4.49408
H 2.66332 -0.51350 6.20682
H 1.13801 -1.12933 -5.23524
H -0.10048 0.63432 -3.04103
H 0.86034 2.01677 4.40036
H -0.78539 -2.48018 -3.01196
H -0.29737 -0.93435 2.00333
H -0.80297 -2.36581 5.61221
H -4.95764 -0.18458 -5.11912
H -0.35684 -3.37626 -1.56697
H 1.22989 -1.14188 7.25778
H -2.87154 1.24382 -3.38857
H -0.53832 -1.12306 -4.67469
H 1.70341 3.20800 1.62984
H 3.90982 0.55631 -2.85754
H -0.16323 -0.86685 -1.27564
H 2.74171 0.89994 0.79225
H -2.13146 -0.61078 -7.65007
H -1.67233 -1.65357 6.91643
H 3.37810 2.90858 2.18893
H 1.26918 -1.78924 4.79454
H 0.09643 0.24868 -5.56433
H -2.61370 -0.27726 -4.25840
H 1.87659 1.33126 6.10760
H -2.69633 1.87361 -7.37663
H 0.06563 -1.88163 8.34530
H 1.55851 0.81671 7.79409
H 2.52251 -2.04144 -3.69960
H -5.60923 0.90141 -8.26337
H 1.41067 1.03787 -3.77898
H -5.24657 1.27314 -4.18170
H -3.53928 -0.99579 -6.66948
H 3.78829 -2.48592 3.52483
H 4.33843 -0.29732 5.59587
H 4.69695 -1.06397 3.04609
H -6.97336 1.82078 -7.65647
H 1.47542 2.49102 7.32973
H -0.60138 2.30954 6.25862
H 1.27590 -1.70062 3.08127
H 3.26991 -1.58343 2.12165
H -1.43555 0.26842 2.55582
H -5.75887 2.75595 -5.84182
H -0.09729 1.84402 2.96031
H -3.78344 -0.20389 -2.94913
H -1.46039 -1.28837 3.32644
H -4.74431 2.95605 -7.23931
H -2.05472 1.05790 -5.99516
H -3.73032 -0.17223 -8.22084
H 0.87752 -2.84052 7.13502
H -0.77891 1.19681 7.55966
H 4.64110 -0.76706 -3.77163
H 0.99304 1.10647 0.86714
H 0.78274 -3.29480 -2.90468
H 1.74337 -0.39235 1.42616
H 2.11536 3.44783 3.29968
H -6.40839 0.41645 -6.76101
*
```

=====

2.
DFT (ωB97M-V/def2-TZVPD) results for one molecule with the formula C3H2ClFS2 in a non-equilibrium geometry.

Results
- HOMO energy (eV) = -9.26
- largest force on an atom (eV Å⁻¹) = 3.30
- frontier orbital gap (eV) = 8.0

```
! wB97M-V def2-TZVPD RIJCOSX def2/J DEFGRID3
* xyz 0 1
Cl 3.08919 -0.23580 -0.22799
S -1.04028 1.48744 -0.09106
S -2.24204 -1.34186 -0.22640
F 0.68287 -2.04240 0.07532
C -1.00604 -0.32834 -0.07985
C 0.37673 -0.72955 0.19668
C 1.41996 0.15048 0.03153
H -2.46040 1.76156 0.15713
H 1.18002 1.27847 0.16464
*
```

=====

3.
DFT (ωB97M-V/def2-TZVPD) results for C6H7N3O3PtS as an isolated structure in a non-equilibrium geometry.

Results
- <S²> = 2.0073
- HOMO energy (spin up / spin down) (eV) = -8.04 / -8.59
- largest force on an atom (eV Å⁻¹) = 3.16
- frontier orbital gap (spin up / spin down) (eV) = 7.9 / 7.6

```
! wB97M-V def2-TZVPD RIJCOSX def2/J DEFGRID3
* xyz 0 3
Pt 9.21713 6.99004 6.05419
S 7.08343 7.75878 5.94754
O 12.92245 5.31559 6.39746
O 8.21803 5.12216 6.68896
O 11.14017 6.63998 6.70541
N 11.31198 5.39292 4.75812
N 10.13179 5.92677 4.24211
N 6.88492 5.26334 6.97287
C 11.87765 5.78958 6.02555
C 6.22184 6.41866 6.59516
C 4.88284 6.39072 6.71909
C 6.30624 4.19508 7.44348
C 4.90278 4.20506 7.56618
C 4.17070 5.31301 7.25481
H 9.40265 5.26009 4.03334
H 6.91611 3.31526 7.66028
H 4.34457 7.28841 6.37774
H 4.54419 3.23242 7.95627
H 3.04834 5.33072 7.33501
H 10.29350 6.40564 3.36585
H 11.91259 5.11301 3.97450
*
```

=====

The highest largest force on an atom belongs to which entry? C3H2ClFS2